{"formula": "CH4NO2", "method": "ωB97M-V/def2-TZVPD", "energy_ev": -6686.6761, "homo_lumo_gap_ev": 6.68, "lumo_energy_ev": 4.89, "e_homo_ev": -1.80, "charge": -1, "relative_energy_ev": 1.817, "molar_mass_g_mol": 62.0, "symbols": ["O", "H", "C", "N", "O", "H", "H", "H"], "xyz": [[0.51496, 2.22596, 0.43560], [0.46091, 1.29678, 0.74338], [-0.41078, -0.54869, 0.14239], [0.90134, -1.05558, -0.13739], [-1.29650, -1.13569, -0.48519], [-0.42087, 2.44460, 0.38866], [1.08996, -1.84241, -0.76487], [1.69515, -0.68204, 0.35893]], "atomic_forces_ev_per_a": [[0.264, 0.545, 0.346], [-0.409, -0.228, -0.364], [0.704, -0.467, -0.111], [0.184, 0.039, 0.143], [-0.295, 0.047, 0.022], [0.016, -0.095, -0.094], [-0.333, 0.161, 0.087], [-0.131, -0.003, -0.028]]}